Entry w
Density functional theory data (ωB97M-V/def2-TZVPD) for 2 unconnected molecules or ions with the total composition C3H4INO.

## Properties
HOMO-LUMO gap: 0.3155 hartree
Multiplicity: 1
Lowest unoccupied orbital energy: -0.01 eV

Atoms and positions in Å:
1 C 1.36 -0.94 0.05
2 C 1.42 0.40 0.08
3 C 0.32 1.24 0.13
4 N -0.67 1.78 0.05
5 O -1.89 -1.45 0.08
6 I -3.17 -0.10 0.09
7 H 2.10 -1.62 -0.29
8 H 0.52 -1.41 0.36
9 H 2.21 1.02 -0.24
10 H -2.21 1.08 -0.31

---

Entry x
Density functional theory data (ωB97M-V/def2-TZVPD) for a single C3H4INO molecule.

## Properties
HOMO-LUMO gap (alpha / beta): 0.2850 / 0.2828 hartree
Multiplicity: 1
Lowest unoccupied orbital energy (alpha / beta): -1.00 / -1.00 eV

Atoms and positions in Å:
1 C -2.75 0.12 0.02
2 C -0.50 0.62 -0.17
3 C -0.31 -0.89 0.29
4 N -1.90 0.93 -0.17
5 O -1.25 -1.65 -0.35
6 I -4.72 -0.10 0.02
7 H 0.10 1.40 0.52
8 H -0.33 0.86 -1.28
9 H 0.62 -1.28 -0.09
10 H -0.31 -0.77 1.38

---

Most stable: entry x

---

Entry w
Density functional theory data (ωB97M-V/def2-TZVPD) for 3 unconnected molecules or ions with the total composition C4H14NO3.

## Properties
HOMO-LUMO gap: 0.3970 hartree
Multiplicity: 1
Total charge: +1
Lowest unoccupied orbital energy: -3.09 eV

Atoms and positions in Å:
1 C 0.46 -1.03 1.96
2 C -0.22 -1.35 0.64
3 C 0.77 -0.90 -0.46
4 C 0.18 -0.20 -1.69
5 O -0.60 0.72 -1.59
6 N -1.56 -0.62 0.59
7 H 1.52 -0.89 1.78
8 H 0.23 -1.67 2.80
9 H 0.31 0.05 2.11
10 H -0.35 -2.44 0.44
11 H 1.55 -1.62 -0.70
12 H 1.43 -0.06 -0.10
13 H 0.37 -0.72 -2.66
14 H -1.35 0.41 0.59
15 H -2.00 -0.78 1.50
16 H -2.21 -0.98 -0.11
17 H -2.03 1.84 -0.56
18 H -1.55 2.97 0.20
19 O -2.03 2.15 0.37
20 H 2.10 1.91 -2.42
21 H 2.89 1.77 -1.11
22 O 2.11 1.45 -1.57

---

Entry x
Density functional theory data (ωB97M-V/def2-TZVPD) for 2 unconnected molecules or ions with the total composition C4H14NO3.

## Properties
HOMO-LUMO gap: 0.3950 hartree
Multiplicity: 1
Total charge: +1
Lowest unoccupied orbital energy: -3.13 eV

Atoms and positions in Å:
1 C 0.87 -0.30 1.52
2 O 1.86 0.68 1.74
3 C 0.44 -0.08 0.03
4 C -0.66 -1.08 -0.44
5 C -0.07 -2.01 -1.49
6 O 1.30 -1.76 -1.65
7 N 0.11 1.38 -0.19
8 H -0.03 -0.35 2.20
9 H 1.30 -1.28 1.70
10 H 2.52 0.45 2.49
11 H 1.45 -0.24 -0.51
12 H -1.62 -0.58 -0.80
13 H -0.93 -1.52 0.47
14 H -0.67 -1.88 -2.37
15 H -0.04 -3.02 -0.96
16 H 1.52 -1.34 -2.47
17 H -0.90 1.54 -0.17
18 H 0.63 1.99 0.54
19 H 0.41 1.75 -1.13
20 H -3.20 2.13 0.39
21 H -2.01 3.03 0.92
22 O -2.27 2.48 0.19

---

Most stable: entry w

---

Entry w
Density functional theory data (ωB97M-V/def2-TZVPD) for a molecular structure, C2H10N4O2.

## Properties
HOMO-LUMO gap (alpha / beta): 0.2619 / 0.2600 hartree
Multiplicity: 1
Lowest unoccupied orbital energy (alpha / beta): 0.11 / 0.10 eV

Atoms and positions in Å:
1 C 0.32 -0.60 -0.71
2 C -0.47 -0.95 0.40
3 N -1.65 0.85 -0.01
4 N 1.89 -1.87 1.43
5 N -2.00 1.17 -1.29
6 N 1.23 0.37 -0.66
7 O 0.83 -2.28 0.64
8 O -0.64 1.95 0.47
9 H -0.99 2.16 1.35
10 H 0.22 -1.16 -1.63
11 H 1.54 -1.40 2.26
12 H 2.48 -1.22 0.91
13 H -2.62 1.98 -1.33
14 H -1.22 1.34 -1.93
15 H 1.74 0.60 -1.50
16 H 1.02 1.13 0.00
17 H -0.34 -0.45 1.35
18 H -1.31 -1.60 0.26

---

Entry x
Density functional theory data (ωB97M-V/def2-TZVPD) for 2 unconnected molecules or ions with the total composition C2H10N4O2.

## Properties
HOMO-LUMO gap: 0.3438 hartree
Multiplicity: 1
SMILES string: CN(N)C(N)=O.NO
Lowest unoccupied orbital energy: 0.70 eV

Atoms and positions in Å:
1 C -2.49 -0.82 -0.14
2 N -1.16 -0.23 -0.21
3 C -0.44 0.00 1.10
4 N -0.48 -0.53 -1.37
5 N 0.79 -0.61 1.19
6 O -1.07 0.31 2.09
7 H 0.01 -1.42 -1.34
8 H 0.17 0.23 -1.59
9 H 1.44 -0.56 0.42
10 H 1.22 -0.55 2.10
11 H -3.10 -0.41 -0.94
12 H -2.44 -1.90 -0.23
13 H -2.92 -0.54 0.82
14 N 2.49 1.05 -0.40
15 O 1.31 1.87 -0.50
16 H 0.67 1.53 0.23
17 H 2.84 0.99 -1.36
18 H 3.17 1.59 0.13

---

Most stable: entry x

---

Entry w
Density functional theory data (ωB97M-V/def2-TZVPD) for 21 unconnected molecules or ions with the total composition H43O21.

## Properties
HOMO-LUMO gap: 0.3772 hartree
Multiplicity: 1
Total charge: +1
Lowest unoccupied orbital energy: -2.57 eV

Atoms and positions in Å:
1 O 3.36 1.94 -0.18
2 H -2.87 -1.86 1.53
3 H -1.79 3.89 2.55
4 O -1.23 1.06 0.83
5 H -2.23 1.00 1.15
6 H 0.67 -2.14 -3.32
7 O -2.22 -1.37 1.98
8 H -2.52 -1.42 2.88
9 H 2.59 -0.89 3.15
10 O -1.11 -4.62 1.21
11 H 2.51 -2.56 3.66
12 H -4.48 0.94 2.92
13 O 1.19 3.37 -4.29
14 H 2.95 0.44 1.51
15 H 1.50 2.57 -4.04
16 O 2.44 -1.62 3.90
17 H 4.82 -1.75 0.40
18 H 0.74 1.94 -0.11
19 O -0.16 0.72 -1.06
20 H 0.91 3.84 -3.46
21 H -0.14 0.94 3.83
22 O -0.03 -2.58 -3.71
23 H 2.81 2.44 -0.76
24 H 0.64 -0.48 3.45
25 O 2.65 -0.44 -2.83
26 H -1.80 3.38 -1.14
27 H -0.15 -3.57 3.87
28 O 3.62 0.33 2.24
29 H -0.61 -4.74 0.52
30 H 0.06 2.11 -3.94
31 O 4.08 -1.67 0.94
32 H 4.15 -1.82 1.82
33 H -0.57 0.95 -1.87
34 O -1.44 -2.67 -1.25
35 H -1.52 -2.54 -2.17
36 H 0.60 0.26 -1.39
37 O -1.88 3.99 -1.91
38 H 3.08 -0.67 -3.61
39 H -1.41 3.71 -2.80
40 O 1.02 2.82 -0.63
41 H 0.74 3.46 0.00
42 H 0.03 -2.13 -4.70
43 O -0.93 3.33 2.52
44 H -1.25 1.13 -3.99
45 H -1.04 1.55 1.60
46 O -3.34 -0.16 -3.79
47 H 3.98 2.16 0.22
48 O -0.30 -1.34 0.51
49 H -1.02 -1.78 -0.26
50 H -0.57 -0.28 0.16
51 O -0.56 1.51 -3.42
52 H 3.28 0.17 -2.48
53 H -0.89 -1.55 1.37
54 O -4.33 0.18 2.21
55 H 4.37 0.47 1.53
56 H -0.95 -3.56 -1.26
57 O -0.10 0.11 3.24
58 H -4.89 -0.62 2.46
59 H -0.94 -3.73 1.34
60 O -0.76 -2.81 3.49
61 H -1.06 -2.58 4.35
62 H -0.15 3.78 2.71
63 H -3.89 -0.06 -3.09
64 H -3.52 -0.93 -4.33

---

Entry x
Density functional theory data (ωB97M-V/def2-TZVPD) for 21 unconnected molecules or ions with the total composition H43O21.

## Properties
HOMO-LUMO gap: 0.3458 hartree
Multiplicity: 1
Total charge: +1
Lowest unoccupied orbital energy: -2.91 eV

Atoms and positions in Å:
1 O 0.66 2.80 -1.85
2 H -0.88 3.39 1.79
3 H -1.75 0.45 -2.52
4 O 2.70 1.78 1.49
5 H 2.54 0.92 1.95
6 H -1.70 -1.05 -4.26
7 O -0.80 -4.21 -0.25
8 H -0.70 -5.07 -0.60
9 H -3.51 0.19 -3.51
10 O -2.86 2.21 -0.88
11 H -2.81 1.02 -4.61
12 H 0.48 3.08 2.38
13 O -4.85 -1.36 1.11
14 H 2.44 -3.64 1.37
15 H -4.46 -0.49 1.48
16 O -3.02 1.03 -3.72
17 H -0.03 0.91 3.97
18 H 0.42 -1.74 -1.21
19 O 3.99 3.12 -1.08
20 H -5.25 -0.96 0.37
21 H 4.04 3.95 -0.55
22 O -1.94 -1.56 -3.45
23 H 0.04 3.39 -1.67
24 H 1.93 4.41 0.58
25 O 3.06 -1.39 3.17
26 H 4.27 -1.17 0.25
27 H 2.21 -1.29 3.60
28 O 2.71 -2.82 1.01
29 H 0.28 1.98 5.10
30 H 2.51 -2.16 1.69
31 O -4.04 -1.10 -2.22
32 H -4.61 -1.74 -2.68
33 H 3.80 3.42 -2.06
34 O 2.41 1.14 -0.91
35 H 2.62 1.17 0.17
36 H 2.45 2.12 -1.13
37 O 4.47 -1.72 -0.55
38 H 3.70 -1.63 3.84
39 H 4.94 -2.51 -0.16
40 O -0.51 -1.95 -1.33
41 H -0.62 -2.40 -0.49
42 H -1.31 -2.27 -3.64
43 O -0.71 0.49 -2.04
44 H -2.60 -1.14 3.64
45 H 3.64 1.87 1.65
46 O 0.47 -0.21 0.69
47 H -3.71 -1.87 -1.64
48 O -3.17 -3.66 -0.09
49 H -3.48 -3.26 0.75
50 H -2.99 -4.54 0.29
51 O -1.73 -0.69 3.73
52 H -1.20 -0.79 2.99
53 H 0.56 2.24 -2.54
54 O -0.40 3.16 2.58
55 H -2.73 1.85 0.03
56 H 3.28 0.87 -1.31
57 O 2.39 5.07 0.14
58 H 1.94 5.26 -0.63
59 H -2.84 1.41 -1.45
60 O 0.58 1.38 4.41
61 H -0.13 -4.06 0.42
62 H -0.63 -0.53 -2.26
63 H 0.91 -0.83 0.10
64 H -0.44 -0.27 0.55

---

Most stable: entry x

---

Entry w
Density functional theory data (ωB97M-V/def2-TZVPD) for 4 unconnected molecules or ions with the total composition H8O4.

## Properties
HOMO-LUMO gap: 0.4372 hartree
Multiplicity: 1
SMILES string: O.O.O.O
Lowest unoccupied orbital energy: 0.51 eV

Atoms and positions in Å:
1 O -7.28 9.53 -13.84
2 H -7.95 9.06 -14.34
3 H -6.95 10.20 -14.44
4 O -11.55 7.13 -15.14
5 H -12.12 6.46 -14.75
6 H -11.92 7.96 -14.85
7 O -2.81 9.58 -12.94
8 H -2.14 9.00 -13.30
9 H -3.63 9.09 -13.06
10 O -7.79 8.20 -9.63
11 H -7.03 7.70 -9.34
12 H -7.60 8.42 -10.54

---

Entry x
Density functional theory data (ωB97M-V/def2-TZVPD) for 4 unconnected molecules or ions with the total composition H8O4.

## Properties
HOMO-LUMO gap: 0.4079 hartree
Multiplicity: 1
SMILES string: O.O.O.O
Lowest unoccupied orbital energy: 0.30 eV

Atoms and positions in Å:
1 O 0.21 -1.25 0.36
2 H 0.52 -1.18 1.24
3 H 0.84 -0.87 -0.19
4 O -1.60 0.57 -0.73
5 H -1.04 -0.10 -0.38
6 H -1.11 0.83 -1.58
7 O -0.98 0.82 2.33
8 H -1.61 1.55 2.21
9 H -1.36 0.06 1.92
10 O 1.98 -0.33 -1.40
11 H 1.98 0.64 -1.51
12 H 2.14 -0.74 -2.26

---

Entry y
Density functional theory data (ωB97M-V/def2-TZVPD) for 4 unconnected molecules or ions with the total composition H8O4.

## Properties
HOMO-LUMO gap: 0.4390 hartree
Multiplicity: 1
SMILES string: O.O.O.O
Lowest unoccupied orbital energy: 0.80 eV

Atoms and positions in Å:
1 O -1.50 0.99 1.21
2 H -0.73 1.16 0.66
3 H -1.98 1.82 1.31
4 H -0.63 -2.32 1.52
5 O -0.67 -1.86 0.68
6 H -1.24 -1.10 0.85
7 O 0.49 1.78 -0.87
8 H 0.87 1.92 -1.74
9 H 1.02 1.11 -0.43
10 O 1.45 -0.81 -0.89
11 H 2.07 -1.15 -1.54
12 H 0.84 -1.55 -0.76

---

Most stable: entry y

---

Entry w
Density functional theory data (ωB97M-V/def2-TZVPD) for 4 unconnected molecules or ions with the total composition H8O4.

## Properties
HOMO-LUMO gap: 0.4298 hartree
Multiplicity: 1
SMILES string: O.O.O.O
Lowest unoccupied orbital energy: 0.26 eV

Atoms and positions in Å:
1 O -0.57 6.20 1.00
2 H -0.48 6.76 0.22
3 H 0.17 5.59 0.94
4 O 0.28 0.43 -0.83
5 H -0.14 1.29 -0.91
6 H 1.21 0.63 -0.75
7 O -1.80 -3.19 -0.85
8 H -1.52 -2.28 -0.77
9 H -2.08 -3.43 0.04
10 O 1.93 -4.22 0.50
11 H 1.24 -3.80 -0.01
12 H 1.75 -3.98 1.41

---

Entry x
Density functional theory data (ωB97M-V/def2-TZVPD) for 4 unconnected molecules or ions with the total composition H8O4.

## Properties
HOMO-LUMO gap: 0.4125 hartree
Multiplicity: 1
SMILES string: O.O.O.O
Lowest unoccupied orbital energy: 0.30 eV

Atoms and positions in Å:
1 O 0.43 1.35 1.52
2 H 1.13 0.91 0.97
3 H 0.20 0.66 2.25
4 H -2.65 0.58 1.67
5 O -2.30 -0.33 1.39
6 H -2.93 -0.70 0.75
7 O 3.07 1.38 -1.24
8 H 2.32 0.62 -1.45
9 H 3.37 1.45 -2.11
10 O -0.44 -1.88 -1.11
11 H -1.23 -1.68 -0.65
12 H -0.98 -2.36 -2.00

---

Most stable: entry w